# 1
Molecular formula: C11H38IN15O6PS
Method: DFT, ωB97M-V/def2-TZVPD

```
! wB97M-V def2-TZVPD RIJCOSX def2/J DEFGRID3
* xyz 1 1
C 0.002 -1.543 -1.524
C 1.435 -1.130 -1.168
P 1.542 -0.565 0.562
C 1.899 -2.074 1.549
C 0.576 -2.839 1.635
N 2.998 0.469 0.553
C 3.362 1.292 1.492
N 2.679 1.388 2.623
S 3.697 1.768 4.029
N 4.422 2.096 1.250
I 4.071 3.308 -0.416
H -0.707 -1.125 -0.830
H -0.099 -2.614 -1.526
H -0.240 -1.145 -2.484
H 1.732 -0.339 -1.834
H 2.104 -1.970 -1.305
H 2.195 -1.846 2.565
H 2.637 -2.707 1.079
H 0.272 -3.217 0.675
H 0.702 -3.652 2.329
H -0.209 -2.218 2.039
H 3.564 0.446 -0.286
H 2.165 0.541 2.845
H 2.904 1.433 5.060
H 4.565 2.761 2.007
C 3.440 -1.154 -4.516
O 2.369 -0.827 -4.027
N 4.480 -1.622 -3.760
N 3.681 -1.082 -5.853
H 5.365 -1.899 -4.144
H 4.334 -1.699 -2.773
H 2.937 -0.746 -6.436
H 4.550 -1.348 -6.277
C -3.033 0.528 -3.225
O -2.458 -0.171 -2.396
N -2.635 0.560 -4.538
N -4.092 1.308 -2.914
H -3.091 1.113 -5.239
H -1.861 -0.021 -4.801
H -4.422 1.299 -1.967
H -4.581 1.876 -3.580
C -7.647 1.081 -1.483
O -6.670 1.605 -1.999
N -7.584 -0.140 -0.878
N -8.873 1.676 -1.477
H -8.371 -0.588 -0.449
H -6.695 -0.605 -0.870
H -8.949 2.575 -1.914
H -9.687 1.265 -1.062
C 0.572 4.031 -3.589
O 0.903 5.200 -3.600
N -0.195 3.466 -4.566
N 0.951 3.182 -2.580
H -0.478 2.503 -4.565
H -0.489 4.062 -5.318
H 1.505 3.580 -1.846
H 0.701 2.210 -2.542
C -2.760 -0.300 4.177
O -3.833 -0.863 4.164
N -1.968 -0.255 5.296
N -2.251 0.336 3.074
H -1.082 0.211 5.333
H -2.314 -0.712 6.120
H -2.809 0.323 2.240
H -1.368 0.808 3.060
C 3.213 -2.641 6.547
O 3.093 -3.759 6.992
N 3.480 -2.410 5.216
N 3.095 -1.519 7.325
H 3.581 -1.497 4.815
H 3.578 -3.217 4.628
H 2.902 -1.658 8.300
H 3.201 -0.587 6.979
*
```

Output
**Orbital gap**: 0.24734 hartree
**LUMO**: -4.685 eV
**F_max**: 2.72 eV/A

---

# 2
Molecular formula: C2H7FN
Method: DFT, ωB97M-V/def2-TZVPD

```
! wB97M-V def2-TZVPD RIJCOSX def2/J DEFGRID3
* xyz 1 1
N 0.929 -0.906 0.125
C 0.482 0.494 -0.165
C -1.168 0.602 0.059
F -1.621 -0.608 -0.327
H 1.864 -1.009 -0.175
H 0.072 -1.355 -0.495
H 1.046 -1.220 1.152
H 0.658 0.765 -1.288
H 0.869 1.240 0.369
H -1.762 1.370 -0.452
H -1.368 0.628 1.197
*
```

Output
**Energy above the lowest of the compared OMol25 structures with the same formula, charge and spin**: 0.4169 eV
**Orbital gap**: 0.46933 hartree
**LUMO**: -4.024 eV
**Structure (SMILES)**: [NH3+]CCF
**F_max**: 5.58 eV/A

---

# 3
Molecular formula: C23H38N4OPS4Y
Method: DFT, ωB97M-V/def2-TZVPD

```
! wB97M-V def2-TZVPD RIJCOSX def2/J DEFGRID3
* xyz 0 1
Y 2.688 0.714 0.373
S 6.192 -0.630 3.178
C 4.941 -0.215 2.207
S 4.850 -0.746 0.534
S 3.613 0.767 2.801
C 3.263 5.332 0.010
S 2.258 4.004 -0.698
O 3.160 2.792 -0.622
C 1.096 3.845 0.666
C 1.536 3.422 1.913
C 0.609 3.249 2.928
C -0.733 3.520 2.697
C -1.157 3.959 1.451
C -0.241 4.108 0.421
H 3.504 5.097 1.043
H 2.699 6.261 -0.062
H 4.174 5.392 -0.585
H 2.588 3.248 2.113
H 0.943 2.911 3.900
H -1.452 3.388 3.495
H -2.204 4.171 1.277
H -0.562 4.418 -0.566
N 0.682 0.777 0.125
P -0.171 -0.374 -0.448
N -1.849 -0.077 -0.427
C -2.263 1.012 -1.332
C -3.640 1.555 -0.934
C -4.492 0.446 -0.323
C -3.850 -0.044 0.986
C -2.333 0.159 0.942
N -0.077 -1.845 0.371
C 1.017 -2.076 1.324
C 1.119 -3.553 1.673
C -0.157 -4.039 2.371
C -1.405 -3.345 1.792
C -1.136 -2.853 0.373
N 0.051 -0.675 -2.092
C 1.340 -0.455 -2.726
C 2.093 -1.761 -2.977
C 1.231 -2.689 -3.829
C -0.114 -2.919 -3.141
C -0.800 -1.584 -2.847
H -2.307 0.610 -2.346
H -1.525 1.827 -1.327
H -4.129 1.977 -1.813
H -3.529 2.363 -0.206
H -4.555 -0.381 -1.034
H -5.507 0.801 -0.143
H -4.078 -1.102 1.133
H -4.256 0.500 1.842
H -1.832 -0.532 1.620
H -2.061 1.167 1.273
H 0.881 -1.492 2.245
H 1.972 -1.766 0.882
H 1.989 -3.701 2.312
H 1.291 -4.120 0.755
H -0.093 -3.840 3.442
H -0.237 -5.121 2.253
H -1.682 -2.491 2.415
H -2.259 -4.025 1.777
H -2.031 -2.412 -0.061
H -0.860 -3.718 -0.244
H 1.938 0.206 -2.094
H 1.187 0.066 -3.680
H 2.310 -2.240 -2.016
H 3.046 -1.551 -3.469
H 1.741 -3.639 -4.001
H 1.065 -2.226 -4.808
H 0.054 -3.454 -2.203
H -0.770 -3.531 -3.765
H -1.726 -1.737 -2.293
H -1.054 -1.104 -3.803
*
```

Output
**Energy above the lowest of the compared OMol25 structures with the same formula, charge and spin**: 0.8718 eV
**Orbital gap**: 0.25225 hartree
**LUMO**: 0.013 eV
**F_max**: 2.55 eV/A

---

# 4
Molecular formula: C3H5ClS
Method: DFT, ωB97M-V/def2-TZVPD

```
! wB97M-V def2-TZVPD RIJCOSX def2/J DEFGRID3
* xyz 0 1
C -1.220 -1.562 -1.307
C -0.991 -0.496 -0.629
C 1.314 1.269 1.161
S 1.395 0.204 -0.399
Cl -1.915 0.552 0.338
H -2.143 -1.975 -1.481
H -0.543 -2.116 -1.944
H 0.319 1.631 1.348
H 2.178 1.985 1.075
H 1.607 0.508 1.836
*
```

Output
**Energy above the lowest of the compared OMol25 structures with the same formula, charge and spin**: 2.6815 eV
**Orbital gap**: 0.29358 hartree
**LUMO**: -0.629 eV
**F_max**: 4.53 eV/A

---

# 5
Molecular formula: C34H78ClN3O7PSi
Method: DFT, ωB97M-V/def2-TZVPD

```
! wB97M-V def2-TZVPD RIJCOSX def2/J DEFGRID3
* xyz -1 1
C 6.623 -8.373 2.452
C 6.109 -7.124 3.178
C 7.256 -6.181 3.590
C 6.999 -5.463 4.940
C 7.396 -3.981 4.907
C 6.452 -3.028 5.641
C 5.019 -2.979 5.089
C 4.825 -1.817 4.094
Si 4.679 -2.296 2.273
C 3.821 -0.848 1.375
C 2.283 -1.043 1.243
C 1.490 0.259 1.419
C 0.947 0.428 2.837
C -0.070 -0.659 3.210
C -1.512 -0.115 3.197
C -2.552 -1.205 2.862
C -3.733 -1.213 3.859
C -4.273 -2.630 4.173
C -5.668 -2.868 3.621
C -6.117 -4.339 3.815
C -6.733 -4.976 2.576
O -8.025 -5.472 2.907
C -8.573 -6.327 1.918
C 6.459 -2.468 1.554
O 7.167 -1.439 1.699
O 6.741 -3.581 1.003
P 3.673 -4.293 1.903
O 2.733 -4.060 0.542
Cl 2.173 -4.502 3.387
H 7.488 -8.131 1.845
H 6.849 -9.178 3.145
H 5.851 -8.713 1.764
H 5.512 -7.407 4.039
H 5.500 -6.579 2.466
H 8.159 -6.778 3.700
H 7.382 -5.461 2.788
H 7.574 -5.972 5.707
H 5.950 -5.609 5.186
H 8.368 -3.903 5.392
H 7.533 -3.626 3.888
H 6.447 -3.300 6.698
H 6.877 -2.029 5.599
H 4.792 -3.947 4.651
H 4.357 -2.862 5.943
H 3.995 -1.165 4.362
H 5.716 -1.196 4.143
H 4.250 -0.680 0.396
H 3.972 0.010 2.029
H 2.089 -1.445 0.252
H 1.971 -1.798 1.963
H 2.136 1.086 1.144
H 0.635 0.228 0.741
H 1.785 0.455 3.532
H 0.480 1.409 2.903
H -0.036 -1.489 2.514
H 0.197 -1.057 4.186
H -1.532 0.622 2.398
H -1.728 0.382 4.137
H -2.098 -2.187 2.788
H -2.949 -0.994 1.875
H -3.374 -0.800 4.795
H -4.522 -0.593 3.443
H -3.571 -3.347 3.760
H -4.303 -2.762 5.251
H -6.370 -2.222 4.142
H -5.699 -2.629 2.560
H -6.846 -4.383 4.616
H -5.258 -4.919 4.140
H -6.126 -5.826 2.262
H -6.788 -4.259 1.756
H -9.562 -5.957 1.655
H -7.938 -6.372 1.040
H -8.693 -7.331 2.320
H 1.881 -3.724 0.849
C -5.336 2.136 -2.142
C -4.699 0.760 -1.965
C -5.065 0.072 -0.643
O -4.398 0.579 0.495
C -4.950 1.762 1.042
N -3.248 0.882 -2.140
H -4.824 2.903 -1.561
H -5.283 2.440 -3.188
H -6.388 2.126 -1.848
H -5.079 0.122 -2.768
H -4.758 -0.975 -0.713
H -6.151 0.074 -0.480
H -6.039 1.781 0.945
H -4.520 2.653 0.580
H -4.693 1.783 2.101
H -2.836 -0.048 -2.136
H -2.871 1.321 -1.304
C -2.598 3.070 -7.261
C -2.963 2.818 -5.800
C -2.986 4.090 -4.939
O -1.714 4.592 -4.581
C -1.064 5.366 -5.571
N -2.068 1.797 -5.253
H -1.528 3.223 -7.394
H -2.876 2.209 -7.868
H -3.122 3.944 -7.657
H -3.980 2.410 -5.786
H -3.474 3.844 -3.992
H -3.586 4.879 -5.415
H -1.774 5.958 -6.157
H -0.469 4.735 -6.236
H -0.379 6.046 -5.065
H -2.385 1.552 -4.316
H -1.165 2.237 -5.101
C 2.812 10.557 -7.047
C 1.460 10.130 -6.485
C 1.470 8.747 -5.818
O 1.494 7.653 -6.713
C 2.769 7.326 -7.235
N 0.454 10.222 -7.548
H 3.037 10.064 -7.992
H 2.815 11.630 -7.239
H 3.619 10.339 -6.345
H 1.189 10.851 -5.708
H 0.538 8.639 -5.256
H 2.290 8.663 -5.092
H 3.561 7.499 -6.501
H 2.981 7.886 -8.148
H 2.756 6.267 -7.491
H -0.466 10.051 -7.153
H 0.602 9.440 -8.180
*
```

Output
**Orbital gap**: 0.21603 hartree
**LUMO**: 1.798 eV
**F_max**: 1.53 eV/A

---

# 6
Molecular formula: C4H6ClN2O
Method: DFT, ωB97M-V/def2-TZVPD

```
! wB97M-V def2-TZVPD RIJCOSX def2/J DEFGRID3
* xyz 1 1
O 1.017 -0.858 -1.523
C 0.847 -0.191 -0.352
Cl 2.448 0.264 0.492
C 0.036 -0.968 0.677
C -1.450 -0.687 0.501
N -1.806 0.496 0.195
C -0.909 1.448 0.045
N 0.214 1.148 -0.540
H 1.957 -0.739 -1.790
H 0.171 -0.845 1.787
H 0.331 -1.965 0.684
H -2.128 -1.430 0.484
H -1.317 2.360 0.318
H 0.588 1.968 -0.979
*
```

Output
**Energy above the lowest of the compared OMol25 structures with the same formula, charge and spin**: 1.6508 eV
**Orbital gap**: 0.35883 hartree
**LUMO**: -5.863 eV
**Structure (SMILES)**: O[C@]1(Cl)CC=NC=[NH+]1
**F_max**: 3.71 eV/A

---

# 7
Molecular formula: C4H6O
Method: DFT, ωB97M-V/def2-TZVPD

```
! wB97M-V def2-TZVPD RIJCOSX def2/J DEFGRID3
* xyz 0 1
C -2.429 0.300 0.127
C 1.637 -0.846 0.064
C 1.104 0.526 -0.145
C 1.030 -0.468 -1.247
O -2.894 -0.771 0.295
H -2.627 1.113 0.900
H 2.692 -0.942 0.151
H 1.047 -1.706 0.277
H 0.176 0.908 0.256
H 1.937 1.326 -0.022
H -1.674 0.559 -0.657
*
```

Output
**Energy above the lowest of the compared OMol25 structures with the same formula, charge and spin**: 5.2956 eV
**Orbital gap**: 0.32942 hartree
**LUMO**: -0.489 eV
**F_max**: 2.47 eV/A

---

# 8
Molecular formula: CH3NO2
Method: DFT, ωB97M-V/def2-TZVPD

```
! wB97M-V def2-TZVPD RIJCOSX def2/J DEFGRID3
* xyz 0 1
O 1.686 0.633 -0.051
C 1.124 -0.414 -0.098
N -0.672 -0.319 0.037
O -0.973 1.073 0.000
H 1.221 -1.546 -0.030
H -0.949 -0.648 1.008
H -1.437 1.220 -0.867
*
```

Output
**Energy above the lowest of the compared OMol25 structures with the same formula, charge and spin**: 4.4197 eV
**Orbital gap**: 0.36376 hartree
**LUMO**: 0.708 eV
**Structure (SMILES)**: O=CNO
**F_max**: 5.26 eV/A

---

# 9
Molecular formula: C5H8O5P
Method: DFT, ωB97M-V/def2-TZVPD

```
! wB97M-V def2-TZVPD RIJCOSX def2/J DEFGRID3
* xyz -1 1
C -3.482 1.339 -0.286
C 2.054 1.656 -0.075
C 1.952 0.119 -0.359
C 1.552 -0.715 0.891
C -0.559 -1.702 0.321
O -2.856 2.029 0.371
O -4.192 0.832 -1.070
O -3.065 -1.901 -0.564
O -0.125 -2.708 -0.225
O 0.192 -0.794 1.130
P -2.150 -0.955 0.471
H 2.238 2.259 -1.020
H 1.161 2.032 0.179
H 2.757 1.696 0.783
H 2.896 -0.240 -0.815
H 1.332 0.095 -1.186
H 1.895 -1.675 0.791
H 2.021 -0.122 1.763
H -3.623 -1.249 -1.102
*
```

Output
**Orbital gap**: 0.20748 hartree
**LUMO**: 3.391 eV
**F_max**: 4.01 eV/A

---

# 10
Molecular formula: C28H27F12N3O2SiTi
Method: DFT, ωB97M-V/def2-TZVPD

```
! wB97M-V def2-TZVPD RIJCOSX def2/J DEFGRID3
* xyz -2 1
Ti -1.248 0.385 -0.187
C 0.943 0.497 -5.685
C 1.022 0.474 -4.177
C 2.242 0.400 -3.524
C 2.334 0.405 -2.126
C 1.159 0.488 -1.384
N 0.923 0.485 -0.013
C 1.665 1.101 0.925
C 2.847 1.832 0.633
C 3.587 2.474 1.605
C 3.206 2.453 2.941
C 4.012 3.133 4.021
C 2.021 1.792 3.240
C 1.236 1.148 2.290
C -0.078 0.459 2.719
O -1.019 0.260 1.759
C 0.310 -0.917 3.337
F -0.763 -1.607 3.755
F 1.127 -0.804 4.413
F 0.957 -1.652 2.438
C -0.835 1.311 3.803
F -0.247 1.377 5.023
F -2.068 0.848 4.022
F -0.965 2.586 3.380
C -0.104 0.483 -2.024
C -0.151 0.508 -3.402
C -3.104 1.272 -1.118
O -3.133 0.607 0.102
C -3.755 0.519 -2.242
F -4.995 0.020 -1.959
F -3.047 -0.554 -2.654
F -3.916 1.291 -3.348
C -3.722 2.641 -1.032
F -3.523 3.228 0.173
F -3.253 3.524 -1.954
F -5.084 2.681 -1.201
H 1.930 0.365 -6.134
H 0.533 1.443 -6.052
H 0.294 -0.300 -6.060
H 3.154 0.340 -4.112
H 3.308 0.316 -1.659
H 3.161 1.910 -0.396
H 4.483 3.014 1.309
H 4.947 3.526 3.616
H 4.266 2.445 4.832
H 3.469 3.971 4.469
H 1.704 1.782 4.275
H -1.112 0.524 -3.915
N -0.384 3.487 -0.974
N -0.776 2.734 0.194
H -0.995 4.292 -1.065
H -0.574 2.886 -1.774
H -1.615 3.111 0.616
H -0.026 2.798 0.875
C -0.749 -2.719 -2.543
Si -1.348 -2.225 -0.806
C -3.072 -3.020 -0.628
C -0.291 -3.376 0.298
C -0.813 -3.990 1.439
C -0.042 -4.817 2.247
C 1.290 -5.056 1.936
C 1.834 -4.455 0.809
C 1.052 -3.634 0.006
H -0.754 -3.808 -2.678
H 0.262 -2.344 -2.726
H -1.393 -2.269 -3.303
H -3.026 -4.102 -0.802
H -3.781 -2.580 -1.332
H -3.469 -2.848 0.377
H -1.846 -3.804 1.717
H -0.480 -5.264 3.134
H 1.898 -5.691 2.571
H 2.877 -4.622 0.557
H 1.504 -3.168 -0.864
*
```

Output
**Energy above the lowest of the compared OMol25 structures with the same formula, charge and spin**: 0.8707 eV
**Orbital gap**: 0.21568 hartree
**LUMO**: 4.635 eV
**F_max**: 0.89 eV/A

---

# 11
Molecular formula: C24H34BFeN8O5S3
Method: DFT, ωB97M-V/def2-TZVPD

```
! wB97M-V def2-TZVPD RIJCOSX def2/J DEFGRID3
* xyz -1 5
Fe 1.176 1.185 -1.117
O 2.157 2.249 0.872
C 3.568 2.203 0.863
C 4.122 0.990 0.145
C 5.475 0.673 0.205
C 5.941 -0.380 -0.559
C 5.048 -1.073 -1.366
C 3.721 -0.694 -1.363
N 3.268 0.308 -0.603
H 1.796 1.619 1.506
H 3.973 2.259 1.878
H 3.889 3.093 0.319
H 6.141 1.254 0.832
H 6.990 -0.651 -0.538
H 5.377 -1.887 -1.998
H 2.973 -1.163 -1.992
B -2.287 1.936 -0.560
N -1.404 3.154 -0.883
C -1.794 4.436 -0.931
C -0.696 5.217 -1.237
C 0.351 4.298 -1.364
N -0.086 3.059 -1.156
N -1.745 1.293 0.765
C -2.434 0.989 1.874
C -1.568 0.394 2.778
C -0.347 0.370 2.096
N -0.464 0.921 0.885
H -3.409 2.325 -0.321
H -2.246 1.117 -1.440
H -2.825 4.690 -0.746
H -0.657 6.286 -1.361
H 1.387 4.445 -1.624
H -3.480 1.238 1.941
H -1.776 0.069 3.784
H 0.596 -0.042 2.429
C -0.055 1.227 -5.489
C 0.797 1.297 -4.244
S 0.547 -0.004 -3.068
C 1.688 2.283 -4.078
C 1.843 3.352 -5.137
S 2.735 2.407 -2.670
H -0.846 0.489 -5.371
H 0.537 0.946 -6.369
H -0.523 2.191 -5.715
H 2.014 2.923 -6.131
H 2.681 4.004 -4.898
H 0.942 3.973 -5.207
C -5.824 -2.530 3.994
C -4.365 -2.253 3.664
S -3.685 -3.604 2.720
O -4.292 -3.586 1.411
O -3.761 -4.807 3.512
C -1.979 -3.119 2.549
C -1.313 -3.815 1.366
N -0.141 -3.052 0.963
C -0.165 -2.058 0.037
N 1.000 -1.431 -0.038
C 1.814 -2.032 0.857
C 1.129 -3.022 1.507
N 1.597 -3.866 2.536
O 0.819 -4.669 3.040
O 2.763 -3.739 2.874
C -1.393 -1.718 -0.721
H -6.229 -1.701 4.573
H -5.921 -3.445 4.578
H -6.412 -2.632 3.082
H -3.752 -2.151 4.561
H -4.242 -1.360 3.049
H -1.477 -3.346 3.490
H -1.977 -2.039 2.383
H -1.993 -3.840 0.518
H -1.019 -4.828 1.615
H 2.838 -1.734 1.013
H -1.682 -2.535 -1.386
H -1.205 -0.842 -1.337
H -2.226 -1.514 -0.044
*
```

Output
**Orbital gap (alpha / beta)**: 0.16542 / 0.16951 hartree
**LUMO (alpha / beta)**: 1.476 / 1.475 eV
**F_max**: 0.56 eV/A